(1)
The following is a DFT calculation (the ωB97M-V functional and the def2-TZVPD basis) of one molecule with the formula C17H19ClF3N3O3S at a distorted geometry.

Element x y z (Å)
C  -6.75223  -3.46592  0.55897
N  -6.58978  -2.02744  0.52950
C  -7.70294  -1.39456  -0.14991
C  -6.37934  -1.50012  1.86661
C  -5.92260  -0.04062  1.86642
C  -4.71769  0.15923  0.94938
N  -4.39130  1.55872  0.81302
S  -3.69732  2.05955  -0.60745
O  -3.47478  3.46752  -0.47485
O  -4.50148  1.56287  -1.68048
C  -2.10941  1.22290  -0.64267
C  -1.01445  1.83178  -0.06493
C  0.21303  1.18878  -0.04327
C  0.31984  -0.07724  -0.60808
O  1.45548  -0.85334  -0.64834
C  2.68921  -0.47934  -0.31847
N  2.98531  0.74152  0.08649
C  4.23441  1.05314  0.38628
C  5.27284  0.14282  0.29528
C  6.67668  0.51628  0.67338
F  6.89253  1.83630  0.62176
F  6.97637  0.13159  1.92879
F  7.59040  -0.05918  -0.12143
C  4.99098  -1.15926  -0.12575
C  3.68887  -1.47805  -0.43927
Cl  3.25901  -3.05082  -0.96964
C  -0.79410  -0.68892  -1.18835
C  -2.00997  -0.03573  -1.20669
H  -5.87077  -3.91997  1.01019
H  -6.84532  -3.83306  -0.46178
H  -7.64022  -3.78549  1.12761
H  -7.49280  -0.33833  -0.29798
H  -8.64915  -1.49831  0.40489
H  -7.82371  -1.85478  -1.12895
H  -7.29111  -1.58864  2.48660
H  -5.59870  -2.10828  2.33325
H  -5.66453  0.24478  2.88837
H  -6.72500  0.61577  1.53223
H  -4.97518  -0.18681  -0.05178
H  -3.86325  -0.42829  1.31490
H  -3.99000  2.00125  1.62341
H  -1.12973  2.82077  0.34976
H  1.07462  1.66186  0.39512
H  4.39715  2.07302  0.70405
H  5.77498  -1.89584  -0.21045
H  -0.67880  -1.67016  -1.62069
H  -2.87943  -0.47610  -1.66706

- maximum force (eV Å⁻¹) = 1.11
- HOMO-LUMO gap (eV) = 8.860
- total charge = 0
- total energy (eV) = -60060.08653
- spin multiplicity = 1
- SMILES = CN(C)CCCNS(=O)(=O)c1ccc(Oc2ncc(C(F)(F)F)cc2Cl)cc1

---

(2)
The following is a DFT calculation (the ωB97M-V functional and the def2-TZVPD basis) of one molecule with the formula C24H24N2O5 at a distorted geometry.

Element x y z (Å)
O  -0.78058  -3.12139  -0.74903
C  -1.02827  -2.10716  -0.13789
C  -2.30677  -1.33505  -0.07883
O  -3.41275  -1.68110  -0.73050
C  -4.49776  -0.87928  -0.53966
C  -5.66869  -1.23325  -1.21104
C  -6.80252  -0.46568  -1.06274
C  -6.78902  0.66350  -0.24757
C  -5.63663  1.01659  0.41534
C  -4.47106  0.25564  0.28465
C  -3.24606  0.65932  1.00877
O  -3.17153  1.63902  1.72806
C  -2.16386  -0.27149  0.74752
C  -0.74716  -0.21466  1.23791
C  -0.07094  1.04025  0.72425
C  0.40330  2.00422  1.59751
C  1.02169  3.13936  1.09732
C  1.17504  3.31727  -0.26210
C  0.68998  2.35444  -1.14396
O  0.85559  2.55936  -2.47612
C  0.06070  1.22254  -0.64595
N  -0.18131  -1.42585  0.67683
C  1.14373  -1.89763  0.99043
C  2.25043  -1.07560  0.32666
C  3.61598  -1.72947  0.53324
N  4.69736  -0.78775  0.30637
C  4.81282  -0.37397  -1.08283
C  5.91918  0.67397  -1.20427
O  7.15594  0.17943  -0.74940
C  7.04924  -0.24077  0.58934
C  5.97601  -1.31664  0.75220
H  -5.65650  -2.11172  -1.83651
H  -7.70635  -0.74374  -1.58301
H  -7.68253  1.25835  -0.13796
H  -5.59239  1.88563  1.05426
H  -0.69363  -0.23424  2.33284
H  0.28570  1.87367  2.66180
H  1.39029  3.89109  1.77812
H  1.65893  4.19167  -0.66601
H  0.46178  1.83357  -2.97542
H  -0.31997  0.47198  -1.32834
H  1.27466  -1.89088  2.07772
H  1.18983  -2.93025  0.63195
H  2.02673  -0.99314  -0.73715
H  2.28116  -0.07220  0.75214
H  3.70509  -2.62310  -0.10992
H  3.69376  -2.05776  1.57397
H  3.87183  0.07160  -1.40548
H  5.04866  -1.23186  -1.73816
H  6.06700  0.95880  -2.24725
H  5.63364  1.56066  -0.61832
H  8.03009  -0.62853  0.86970
H  6.79531  0.61703  1.23022
H  5.89721  -1.59341  1.80575
H  6.26882  -2.21014  0.17198

- maximum force (eV Å⁻¹) = 1.27
- HOMO-LUMO gap (eV) = 8.469
- total charge = 0
- total energy (eV) = -38495.42060
- spin multiplicity = 1
- SMILES = O=C1c2oc3ccccc3c(=O)c2[C@H](c2cccc(O)c2)N1CCCN1CCOCC1
- energy relative to the best compared isomer or geometry (same formula, charge and spin) (eV) = 1.281

---

(3)
The following is a DFT calculation (the ωB97M-V functional and the def2-TZVPD basis) of a 2-piece molecular cluster, C5H7N2OS overall at a distorted geometry.

Element x y z (Å)
C  0.11858  1.13939  -2.81204
C  1.25317  1.69418  -2.28903
C  0.30037  -0.05398  -1.00051
C  -1.36584  0.04906  1.49026
C  -0.26235  -0.47440  2.15245
N  -0.41128  0.08302  -2.06550
N  -0.05417  -1.83507  2.15101
O  0.62437  -2.54569  3.14084
S  1.71063  0.96995  -0.76157
H  -0.19286  1.49717  -3.76866
H  1.86137  2.48494  -2.62488
H  -1.73744  -0.75387  0.92821
H  0.27743  -1.03527  -0.40538
H  -1.63730  1.05325  1.26435
H  0.35244  0.07060  2.91003
H  -0.83713  -2.34328  1.69043

- maximum force (eV Å⁻¹) = 3.38
- HOMO-LUMO gap (eV) = 4.523
- total charge = -1
- total energy (eV) = -21158.08715
- spin multiplicity = 1
- energy relative to the best compared isomer or geometry (same formula, charge and spin) (eV) = 2.195

---

(4)
The following is a DFT calculation (the ωB97M-V functional and the def2-TZVPD basis) of C9H22F9HfO15S3 as an isolated structure at a distorted geometry.

Element x y z (Å)
Hf  4.72476  -27.22300  0.89296
C  0.54853  -26.64272  -1.38789
F  -0.76519  -26.77509  -1.35684
F  1.06663  -26.81773  -2.61656
F  0.83584  -25.52866  -0.80649
S  1.23066  -28.06519  -0.34244
O  1.21117  -29.29071  -1.15865
O  2.52519  -27.58961  0.22213
O  0.27590  -28.26880  0.78286
C  8.36713  -23.99937  1.41859
F  7.51024  -23.75564  2.39030
F  9.07650  -22.90830  1.04421
F  9.20294  -25.01604  1.69840
S  7.32511  -24.53671  -0.15050
O  6.32864  -25.45344  0.38568
O  6.82167  -23.25009  -0.59495
O  8.30265  -25.19870  -1.01018
C  2.02476  -26.98850  5.45625
F  2.96071  -27.26704  6.36433
F  0.79850  -27.21934  5.97073
F  2.13276  -25.65295  5.14326
S  2.29196  -28.00868  3.78879
O  2.97462  -29.24487  4.11097
O  0.88207  -28.24626  3.35186
O  3.01429  -27.29579  2.71884
C  6.09400  -25.27570  4.91400
C  6.59334  -26.47341  4.12056
C  6.61564  -27.75531  4.91236
O  5.85508  -26.64785  2.94708
H  5.97647  -24.35807  4.33759
H  6.59998  -25.04011  5.85026
H  5.10512  -25.37635  5.36132
H  7.59455  -26.18989  3.79607
H  6.83989  -28.69896  4.41503
H  5.69003  -27.88060  5.47418
H  7.32731  -27.59714  5.72268
C  4.91234  -24.64013  -3.17684
C  4.62347  -26.09134  -2.86714
C  5.63732  -27.00415  -3.69650
O  4.64717  -26.40780  -1.49405
H  4.67224  -24.47750  -4.22756
H  5.97598  -24.56312  -2.95136
H  4.29641  -23.98327  -2.56264
H  3.64778  -26.25899  -3.32324
H  6.65261  -26.69517  -3.44784
H  5.44293  -26.94676  -4.76750
H  5.50389  -28.02444  -3.33694
O  5.01982  -29.27190  1.95697
H  5.71658  -29.55271  2.55017
H  4.34859  -29.94957  2.03735
O  4.66366  -29.24529  -0.68103
H  4.05092  -29.66462  -1.28514
H  5.31247  -29.92232  -0.48890
O  6.91498  -28.01735  0.32576
H  7.49285  -27.94824  -0.43419
H  7.25570  -28.76340  0.81926
O  3.52118  -25.12034  1.03459
H  3.79204  -24.22945  0.81284
H  2.57778  -25.05453  1.18257

- maximum force (eV Å⁻¹) = 5.88
- HOMO-LUMO gap (eV) = 6.625
- total charge = -1
- total energy (eV) = -98675.42092
- spin multiplicity = 1